Entry 1:
{
  "formula": "C29H59NO16S7",
  "method": "the ωB97M-V functional and the def2-TZVPD basis",
  "relative_energy_kj_mol": 0.0,
  "total_charge": 0,
  "orbital_gap_ha": 0.352,
  "total_energy_ha": -5186.10942,
  "smiles": "C[N+](=O)[O-].O=S1(=O)CCCC1.O=S1(=O)CCCC1.O=S1(=O)CCCC1.O=S1(=O)CCCC1.O=S1(=O)CCCC1.O=S1(=O)CCCC1.O=S1(=O)CCCC1",
  "fmax_ev_per_a": 2.17,
  "elements": ["C", "C", "C", "S", "O", "O", "C", "H", "H", "H", "H", "H", "H", "H", "H", "C", "C", "C", "S", "O", "O", "C", "H", "H", "H", "H", "H", "H", "H", "H", "C", "C", "C", "S", "O", "O", "C", "H", "H", "H", "H", "H", "H", "H", "H", "C", "C", "C", "S", "O", "O", "C", "H", "H", "H", "H", "H", "H", "H", "H", "C", "C", "C", "S", "O", "O", "C", "H", "H", "H", "H", "H", "H", "H", "H", "C", "C", "C", "S", "O", "O", "C", "H", "H", "H", "H", "H", "H", "H", "H", "C", "C", "C", "S", "O", "O", "C", "H", "H", "H", "H", "H", "H", "H", "H", "C", "N", "O", "O", "H", "H", "H"],
  "positions_angstrom": [[2.20585, -2.11628, -3.24568], [2.86107, -1.46117, -4.52744], [1.90990, -1.79500, -5.70109], [0.22458, -1.92844, -5.03772], [-0.30210, -3.24726, -5.22966], [-0.61295, -0.80222, -5.45601], [0.72059, -1.69846, -3.32272], [2.57560, -1.76428, -2.29866], [2.25877, -3.20103, -3.32319], [3.86749, -1.87105, -4.72901], [2.99336, -0.37971, -4.34906], [2.17283, -2.80517, -5.99156], [1.82575, -1.07533, -6.51678], [0.13242, -2.29754, -2.65931], [0.69031, -0.61603, -3.14259], [-2.02012, 4.33971, -4.52322], [-2.83329, 3.18204, -5.16431], [-1.93564, 1.98139, -5.20244], [-0.82581, 2.13821, -3.79601], [0.54729, 2.15717, -4.25370], [-1.06207, 1.13643, -2.78631], [-1.39156, 3.71975, -3.26365], [-2.65415, 5.19572, -4.32311], [-1.22632, 4.74824, -5.17570], [-3.11311, 3.42541, -6.18986], [-3.75480, 3.02311, -4.58757], [-1.24107, 1.95504, -6.05383], [-2.38844, 0.98563, -5.14644], [-0.55257, 4.28201, -2.84894], [-2.20490, 3.54149, -2.58894], [-3.66940, 4.03437, 1.74817], [-2.37703, 3.61254, 1.03742], [-2.66305, 2.18981, 0.51022], [-4.28572, 2.35570, -0.23905], [-5.17646, 1.25730, -0.08671], [-4.18492, 2.88022, -1.58213], [-4.80748, 3.72119, 0.78038], [-3.58053, 5.09390, 1.98722], [-3.78027, 3.43273, 2.64790], [-1.54187, 3.64866, 1.72725], [-2.16332, 4.26481, 0.17765], [-2.73805, 1.49396, 1.32003], [-1.93479, 1.85450, -0.23259], [-5.69502, 3.40415, 1.28612], [-4.79471, 4.52833, 0.07006], [-2.62710, -0.90301, 3.46191], [-2.82329, -2.44193, 3.44357], [-2.03109, -2.97989, 4.68692], [-2.25747, -1.70987, 5.94845], [-1.01236, -1.26761, 6.53382], [-3.33318, -2.07973, 6.82772], [-2.88879, -0.42030, 4.90747], [-3.26843, -0.42615, 2.72230], [-1.61357, -0.68579, 3.14881], [-2.45138, -2.85629, 2.51387], [-3.88226, -2.67287, 3.55321], [-0.97690, -2.87664, 4.48408], [-2.43709, -3.85793, 5.13458], [-2.43234, 0.52965, 5.14853], [-3.95385, -0.40774, 5.12633], [3.36986, 0.56222, 2.83469], [1.95915, 1.27741, 2.94191], [1.19705, 0.56096, 4.08652], [1.66462, -1.15826, 3.94585], [0.63467, -1.94659, 3.29610], [2.17200, -1.64933, 5.17553], [3.04232, -0.95050, 2.81931], [3.94667, 0.81856, 3.74779], [3.85716, 0.78351, 1.88411], [1.41438, 1.18110, 2.01740], [2.04192, 2.33098, 3.18603], [0.11112, 0.67624, 4.18076], [1.65587, 0.86626, 5.02021], [2.60748, -1.12083, 1.83331], [3.87703, -1.57567, 3.11142], [1.57718, -4.39890, 1.33451], [1.42304, -5.47580, 2.45411], [0.20363, -6.31441, 2.05447], [0.48764, -6.58062, 0.31209], [-0.73636, -6.40840, -0.40209], [1.21513, -7.81832, 0.13812], [1.50251, -5.15123, 0.01356], [2.51825, -3.90536, 1.41368], [0.68571, -3.80882, 1.41859], [1.20015, -4.94029, 3.38373], [2.27445, -6.11866, 2.49447], [-0.66409, -5.68070, 2.02332], [0.06591, -7.26744, 2.57611], [1.09124, -4.60508, -0.81158], [2.44338, -5.54776, -0.32595], [4.14316, 3.61023, -2.00430], [3.88602, 4.38664, -0.69289], [3.33702, 3.35079, 0.29373], [2.25841, 2.27038, -0.70412], [0.86229, 2.58822, -0.51328], [2.55337, 0.86144, -0.65059], [2.82339, 2.91670, -2.29477], [4.97947, 2.90959, -1.86980], [4.52267, 4.22731, -2.82389], [3.17946, 5.22458, -0.83152], [4.83266, 4.78588, -0.33997], [2.80046, 3.76376, 1.14360], [4.21505, 2.78539, 0.62657], [2.15451, 3.74104, -2.52331], [2.68677, 2.09415, -2.99049], [0.03181, -0.68842, 0.04865], [-1.17576, -1.58227, 0.11217], [-1.03714, -2.79906, 0.13408], [-2.23831, -1.02794, 0.26025], [0.89636, -1.34517, -0.01188], [-0.05140, -0.10788, 0.95287], [0.01549, -0.06810, -0.83820]]
}



Entry 2:
{
  "formula": "C29H61N3O14S4",
  "method": "the ωB97M-V functional and the def2-TZVPD basis",
  "relative_energy_kj_mol": 226.6,
  "total_charge": 0,
  "orbital_gap_ha": 0.344,
  "total_energy_ha": -3951.86550,
  "smiles": "O=S1(=O)CCCC1.O=S1(=O)CCCC1.O=S1(=O)CCCC1.O=S1(=O)CCCC1.CCOC(=O)OC.CNC(C)=O.CNC(C)=O.CNC(C)=O",
  "fmax_ev_per_a": 3.32,
  "elements": ["C", "C", "O", "N", "C", "H", "H", "H", "H", "H", "H", "H", "C", "C", "O", "N", "C", "H", "H", "H", "H", "H", "H", "H", "C", "C", "O", "N", "C", "H", "H", "H", "H", "H", "H", "H", "C", "C", "O", "C", "O", "O", "C", "H", "H", "H", "H", "H", "H", "H", "H", "C", "C", "C", "S", "O", "O", "C", "H", "H", "H", "H", "H", "H", "H", "H", "C", "C", "C", "S", "O", "O", "C", "H", "H", "H", "H", "H", "H", "H", "H", "C", "C", "C", "S", "O", "O", "C", "H", "H", "H", "H", "H", "H", "H", "H", "C", "C", "C", "S", "O", "O", "C", "H", "H", "H", "H", "H", "H", "H", "H"],
  "positions_angstrom": [[5.76020, -3.47636, -1.16666], [5.48583, -2.38036, -2.22383], [4.83764, -2.72570, -3.17613], [5.88549, -1.13983, -1.98724], [5.68356, -0.00208, -2.83988], [6.32966, -4.25962, -1.66699], [4.80986, -3.81983, -0.75802], [6.34518, -3.03895, -0.35760], [6.05061, -0.89841, -1.02052], [4.83633, 0.56655, -2.45654], [5.48789, -0.25474, -3.88198], [6.59991, 0.58813, -2.83196], [0.36777, -4.88515, -1.96870], [-0.48957, -5.49968, -0.91233], [-1.29725, -4.77467, -0.36891], [-0.42359, -6.79795, -0.62265], [0.35548, -7.75577, -1.41247], [1.09431, -4.14162, -1.64096], [-0.27106, -4.35434, -2.67456], [0.94339, -5.57245, -2.58868], [-0.98765, -7.05065, 0.17615], [0.19508, -8.72709, -0.94460], [1.44094, -7.66919, -1.36352], [0.13027, -7.78825, -2.47846], [-1.76327, -1.02533, 3.69186], [-3.05468, -1.63516, 4.25937], [-2.99744, -2.06746, 5.36852], [-4.14890, -1.51461, 3.51001], [-5.49052, -1.99448, 3.88567], [-1.40904, -0.13942, 4.21892], [-1.86045, -0.82487, 2.62487], [-0.96323, -1.75450, 3.81973], [-4.07348, -0.99206, 2.64899], [-5.89106, -2.80975, 3.28317], [-6.20964, -1.17622, 3.84837], [-5.48316, -2.24762, 4.94584], [-0.69676, 2.90933, 2.40605], [-0.34679, 3.58099, 3.76932], [-1.63603, 4.13137, 4.17697], [-2.37454, 3.42629, 5.07441], [-2.14139, 2.27590, 5.48792], [-3.43252, 4.18429, 5.46974], [-4.46493, 3.61521, 6.26733], [0.32579, 2.67190, 2.11261], [-1.21923, 3.59676, 1.74079], [-1.37197, 2.05925, 2.30836], [0.39725, 4.35241, 3.57080], [-0.03383, 2.87967, 4.54282], [-4.12052, 3.17471, 7.20298], [-5.08059, 2.90362, 5.71715], [-5.19271, 4.37473, 6.55292], [2.14641, -1.72557, 0.58185], [0.63710, -1.68488, 0.73470], [0.30225, -0.42657, 0.03673], [1.34848, -0.39553, -1.54645], [1.94861, 0.95778, -1.74708], [0.72510, -1.12444, -2.64661], [2.58234, -1.49901, -0.81436], [2.41216, -2.73221, 0.90458], [2.53291, -1.10258, 1.38845], [0.36546, -1.76992, 1.78688], [0.12503, -2.46518, 0.17165], [0.59737, 0.45793, 0.60122], [-0.74352, -0.40254, -0.26968], [3.56858, -1.05370, -0.94523], [2.65883, -2.42876, -1.37810], [-2.49811, -2.16580, -2.50949], [-2.47234, -1.08847, -3.52632], [-3.87242, -0.89129, -4.07542], [-4.90206, -1.00895, -2.53586], [-6.03143, -1.92900, -2.76728], [-5.11263, 0.33934, -1.96911], [-3.53396, -1.85511, -1.48467], [-1.57685, -2.25863, -1.93437], [-2.69188, -3.11583, -3.00747], [-1.70649, -1.29014, -4.27526], [-2.24578, -0.15942, -3.00321], [-4.13066, -1.76446, -4.67457], [-4.12502, 0.01132, -4.63182], [-3.87962, -2.63968, -0.81156], [-3.10453, -1.10813, -0.81707], [3.45058, 3.72874, -0.32960], [4.84583, 3.07879, -0.36899], [4.67318, 1.85852, 0.56538], [3.46669, 2.30587, 1.96096], [4.15642, 2.76768, 3.15028], [2.30774, 1.37653, 2.07670], [2.93486, 3.91512, 1.09866], [2.69146, 3.24078, -0.94094], [3.64395, 4.72982, -0.71504], [5.53146, 3.78760, 0.09535], [5.10301, 2.79201, -1.38866], [5.55299, 1.36707, 0.98073], [4.07634, 1.15166, -0.01101], [3.56291, 4.71495, 1.49098], [1.86020, 4.03004, 1.24010], [-0.29360, 3.69506, -1.81297], [-1.42392, 2.65405, -1.67187], [-2.27501, 2.88815, -2.88989], [-2.41756, 4.68396, -3.05403], [-3.54876, 5.20087, -2.29697], [-2.26992, 5.09045, -4.45726], [-0.82997, 5.07794, -2.11915], [0.30078, 3.35296, -2.66019], [0.43248, 3.67941, -1.00016], [-1.96123, 2.94652, -0.76973], [-1.12934, 1.60537, -1.71171], [-3.19134, 2.32195, -3.05679], [-1.60356, 2.68654, -3.72452], [-1.23508, 5.66626, -1.29583], [-0.17168, 5.82784, -2.55780]]
}



Number 1 is which compound? C29H59NO16S7



Which formula does entry 2 have? C29H61N3O14S4